A cluster of 2 separate species, C2H8N4O in total in a non-equilibrium geometry, computed with ωB97M-V with the def2-TZVPD basis set.

Calculated values
Kohn-Sham gap ... 8.58 eV
HOMO energy ... -9.146 eV
SMILES ... [H]/N=N/N=O.CNC

Positions of all 15 atoms, in Å:
1 H 2.211 -2.682 -0.614
2 N 2.391 -1.703 -0.731
3 N 2.699 -0.899 0.127
4 N 3.384 -0.019 0.365
5 O 3.410 1.006 1.009
6 C -1.273 0.704 -1.208
7 N -0.833 -0.039 0.021
8 C -1.781 0.115 1.090
9 H -1.563 1.745 -1.027
10 H -0.459 0.650 -1.861
11 H -2.137 0.241 -1.780
12 H 0.066 0.466 0.290
13 H -2.434 -0.781 1.152
14 H -1.211 0.098 2.039
15 H -2.469 1.099 1.126

Results of the Löwdin charge analysis, in e, for atoms 1 through 2:
1. H 0.06
2. N 0.11



A structure of composition C2H8N4O2Sn in a non-equilibrium geometry, computed with ωB97M-V with the def2-TZVPD basis set.

Calculated values
Kohn-Sham gap ... 1.64 eV
HOMO energy ... -14.250 eV
Total charge ... +2

Positions of all 17 atoms, in Å:
1 Sn -0.896 -1.482 2.846
2 C 6.588 -3.597 1.258
3 O 7.261 -4.331 1.941
4 N 6.969 -3.205 0.098
5 N 5.399 -3.153 1.550
6 H 7.860 -3.558 -0.220
7 H 6.408 -2.563 -0.443
8 H 5.151 -3.161 2.529
9 H 4.933 -2.788 0.731
10 C -5.863 3.075 -1.050
11 O -5.107 2.217 -0.652
12 N -6.565 3.875 -0.344
13 N -5.991 3.427 -2.314
14 H -7.097 4.579 -0.834
15 H -6.885 3.590 0.571
16 H -6.576 4.196 -2.607
17 H -5.588 2.879 -3.060

Results of the Löwdin charge analysis, in e, for atoms 1 through 2:
1. Sn 1.47
2. C -0.77



The molecule C2H8N4S in a non-equilibrium geometry, computed with ωB97M-V with the def2-TZVPD basis set.

Calculated values
Kohn-Sham gap ... 8.48 eV
HOMO energy ... -7.939 eV
SMILES ... N/N=C(\CS)NN

Positions of all 15 atoms, in Å:
1 N -2.108 -1.156 -0.207
2 N -0.752 -1.445 -0.419
3 C 0.125 -0.655 0.158
4 C -0.256 0.614 0.826
5 S -0.564 1.781 -0.499
6 N 1.459 -0.951 -0.038
7 N 2.393 0.029 -0.426
8 H -2.307 -0.125 -0.235
9 H -2.623 -1.610 -0.960
10 H 0.591 0.961 1.528
11 H -1.146 0.425 1.435
12 H -0.859 2.835 0.289
13 H 1.603 -1.870 -0.437
14 H 2.382 0.736 0.296
15 H 2.061 0.431 -1.311

Results of the Löwdin charge analysis, in e, for atoms 1 through 2:
1. N -0.04
2. N -0.01



A structure of composition C2H8N5 in a non-equilibrium geometry, computed with ωB97M-V with the def2-TZVPD basis set.

Calculated values
Kohn-Sham gap (spin up / spin down) ... 9.81 / 9.81 eV
HOMO energy (spin up / spin down) ... -13.573 / -13.573 eV
Total charge ... +1

Positions of all 15 atoms, in Å:
1 C -0.562 -0.684 -2.478
2 C 0.640 -0.328 0.815
3 N 1.577 -1.144 0.801
4 N -0.047 -1.187 -1.480
5 N 0.622 0.487 2.121
6 N -0.426 -0.102 0.040
7 N -1.079 1.058 -0.110
8 H -0.440 -1.195 -3.426
9 H -1.145 0.240 -2.523
10 H 1.664 -1.748 -0.004
11 H 1.573 0.411 2.510
12 H 0.343 1.465 1.984
13 H -0.028 0.038 2.777
14 H -0.635 1.770 -0.691
15 H -2.059 0.920 -0.336

Results of the Löwdin charge analysis, in e, for atoms 1 through 2:
1. C -0.06
2. C -0.47



The molecule C2H8N6 in a non-equilibrium geometry, computed with ωB97M-V with the def2-TZVPD basis set.

Calculated values
Kohn-Sham gap ... 8.87 eV
HOMO energy ... -8.198 eV
SMILES ... [H]/N=C(\N)N(N)/C(N)=N/[H]

Positions of all 16 atoms, in Å:
1 H 1.750 0.634 2.535
2 N 1.107 0.007 2.079
3 C 0.694 0.424 0.940
4 N 1.118 1.614 0.323
5 N -0.147 -0.423 0.211
6 N -0.464 -1.680 0.780
7 C -0.596 -0.207 -1.095
8 N -1.138 1.098 -1.198
9 N -0.489 -1.154 -1.953
10 H -0.868 -0.805 -2.826
11 H 1.545 2.266 0.991
12 H 0.499 2.063 -0.329
13 H 0.232 -1.807 1.574
14 H -0.260 -2.393 0.048
15 H -1.959 1.095 -0.618
16 H -1.432 1.409 -2.137

Results of the Löwdin charge analysis, in e, for atoms 1 through 2:
1. H 0.04
2. N 0.09



A cluster of 2 separate species, C2H8NO in total in a non-equilibrium geometry, computed with ωB97M-V with the def2-TZVPD basis set.

Calculated values
Kohn-Sham gap ... 6.77 eV
HOMO energy ... -2.590 eV
Total charge ... -1

Positions of all 12 atoms, in Å:
1 O -2.796 -1.066 0.939
2 H -2.765 -1.658 0.225
3 C 1.706 0.528 -0.143
4 C 0.389 -0.206 -0.270
5 N -0.667 0.624 0.257
6 H 2.426 0.108 -0.813
7 H 1.969 0.470 0.920
8 H 1.521 1.468 -0.601
9 H 0.471 -1.049 0.400
10 H 0.024 -0.545 -1.216
11 H -1.395 -0.059 0.656
12 H -0.883 1.385 -0.354

Results of the Löwdin charge analysis, in e, for atoms 1 through 2:
1. O -0.56
2. H -0.21



A cluster of 2 separate species, C2H8NO in total in a non-equilibrium geometry, computed with ωB97M-V with the def2-TZVPD basis set.

Calculated values
Kohn-Sham gap ... 7.21 eV
HOMO energy ... -2.483 eV
Total charge ... -1

Positions of all 12 atoms, in Å:
1 N -1.621 -1.116 0.686
2 C -0.401 -0.523 1.326
3 O 0.769 -0.774 0.704
4 H -1.534 -0.809 -0.279
5 H -1.517 -2.127 0.686
6 H -0.622 0.571 1.296
7 H -0.461 -0.829 2.384
8 C 1.085 1.130 -1.376
9 H 0.161 1.554 -1.783
10 H 1.734 0.766 -2.167
11 H 0.810 0.260 -0.690
12 H 1.597 1.895 -0.787

Results of the Löwdin charge analysis, in e, for atoms 1 through 2:
1. N -0.05
2. C -0.61



A cluster of 2 separate species, C2H8NO in total, computed with ωB97M-V with the def2-TZVPD basis set.

Calculated values
Kohn-Sham gap ... 7.32 eV
HOMO energy ... -2.442 eV
Total charge ... -1

Positions of all 12 atoms, in Å:
1 N 2.540 -0.344 0.479
2 H 1.523 -0.406 0.728
3 H 2.781 -1.123 -0.111
4 H 3.133 -0.360 1.293
5 C -0.479 0.314 -0.447
6 O -0.274 -0.358 0.722
7 C -1.980 0.491 -0.766
8 H -0.013 -0.197 -1.338
9 H -0.020 1.340 -0.453
10 H -2.153 1.115 -1.651
11 H -2.446 0.982 0.091
12 H -2.446 -0.486 -0.928

Results of the Löwdin charge analysis, in e, for atoms 1 through 2:
1. N -0.01
2. H -0.03